1.
C50H45ClN11O2S2Zr as an isolated structure, computed with the ωB97M-V functional and the def2-TZVPD basis.

Results
* frontier orbital gap: 4.94 eV
* molecular weight: 1022.8 g mol⁻¹
* energy above the lowest of the compared OMol25 structures with the same formula, charge and spin: 0.695 eV
* net charge: +3
* HOMO level: -13.168 eV

Atoms and positions in Å:
Zr (-1.12, -0.10, 0.51)
Cl (-8.23, -1.17, -1.03)
C (-6.53, -0.88, -0.98)
C (-5.74, -1.14, -2.10)
C (-4.38, -0.92, -2.05)
C (-3.76, -0.44, -0.89)
O (-2.45, -0.27, -0.88)
C (-4.57, -0.15, 0.23)
C (-4.05, 0.48, 1.41)
N (-2.82, 0.82, 1.62)
C (-2.53, 1.67, 2.70)
C (-3.42, 2.58, 3.23)
C (-3.08, 3.37, 4.33)
C (-1.85, 3.27, 4.91)
C (-0.89, 2.40, 4.35)
C (0.42, 2.29, 4.88)
C (1.31, 1.47, 4.26)
C (0.92, 0.78, 3.10)
N (-0.29, 0.83, 2.57)
C (-1.21, 1.62, 3.22)
C (-5.95, -0.39, 0.17)
H (-6.21, -1.50, -3.00)
H (-3.76, -1.14, -2.91)
H (-4.80, 0.75, 2.16)
H (-4.40, 2.70, 2.78)
H (-3.81, 4.07, 4.73)
H (-1.58, 3.86, 5.77)
H (0.69, 2.86, 5.76)
H (2.32, 1.34, 4.63)
H (1.66, 0.17, 2.61)
H (-6.58, -0.17, 1.03)
C (-5.13, -3.66, 1.42)
N (-4.11, -3.80, 0.39)
C (-4.21, -4.62, -0.71)
C (-3.06, -4.50, -1.40)
N (-2.25, -3.61, -0.70)
C (-2.91, -3.19, 0.41)
S (-2.41, -2.15, 1.66)
C (-0.93, -3.32, -1.15)
C (-0.16, -4.39, -1.58)
C (1.05, -4.13, -2.21)
C (1.40, -2.81, -2.45)
C (0.58, -1.81, -1.95)
N (-0.54, -2.05, -1.25)
H (-6.11, -3.80, 0.98)
H (-5.06, -2.66, 1.85)
H (-4.99, -4.40, 2.21)
H (-5.08, -5.21, -0.92)
H (-2.75, -4.95, -2.33)
H (-0.50, -5.40, -1.43)
H (1.68, -4.94, -2.54)
H (2.29, -2.56, -3.01)
H (0.81, -0.78, -2.13)
C (12.87, -0.94, 0.76)
O (12.01, -0.10, 0.00)
C (10.69, -0.24, 0.12)
C (10.06, -1.19, 0.93)
C (8.69, -1.26, 0.96)
C (7.89, -0.39, 0.21)
C (8.54, 0.58, -0.59)
C (9.90, 0.65, -0.64)
C (6.45, -0.42, 0.24)
N (5.67, 0.52, -0.27)
C (4.40, 0.11, -0.03)
C (4.38, -1.10, 0.65)
N (5.70, -1.42, 0.81)
C (3.18, -1.71, 1.07)
C (3.11, -2.90, 1.82)
C (1.89, -3.38, 2.20)
C (0.74, -2.67, 1.84)
N (0.75, -1.56, 1.13)
C (1.96, -1.06, 0.74)
C (1.97, 0.18, 0.02)
N (0.77, 0.79, -0.27)
C (0.79, 1.94, -0.95)
C (1.96, 2.57, -1.36)
C (3.17, 2.00, -1.05)
C (3.19, 0.78, -0.36)
H (13.88, -0.65, 0.49)
H (12.72, -1.99, 0.50)
H (12.72, -0.79, 1.83)
H (10.65, -1.87, 1.53)
H (8.23, -2.00, 1.61)
H (7.93, 1.26, -1.16)
H (10.41, 1.38, -1.25)
H (6.08, -2.25, 1.25)
H (4.01, -3.42, 2.11)
H (1.80, -4.28, 2.79)
H (-0.22, -3.05, 2.15)
H (-0.17, 2.37, -1.19)
H (1.90, 3.50, -1.91)
H (4.12, 2.46, -1.32)
C (-5.73, 5.66, -2.31)
C (-5.93, 4.32, -1.61)
N (-4.70, 3.80, -1.02)
C (-3.74, 3.01, -1.51)
S (-2.35, 2.77, -0.52)
N (-3.79, 2.42, -2.70)
C (-4.79, 2.50, -3.77)
C (-4.22, 1.89, -5.04)
H (-6.67, 5.98, -2.76)
H (-4.98, 5.58, -3.10)
H (-5.41, 6.42, -1.61)
H (-6.35, 3.58, -2.29)
H (-6.64, 4.44, -0.79)
H (-4.42, 4.25, -0.16)
H (-2.99, 1.86, -2.91)
H (-5.05, 3.54, -3.96)
H (-5.69, 1.97, -3.48)
H (-3.37, 2.46, -5.40)
H (-4.98, 1.89, -5.81)
H (-3.91, 0.85, -4.87)

2.
C50H46Cl2IrN7O3S as an isolated structure, computed with the ωB97M-V functional and the def2-TZVPD basis.

Results
* frontier orbital gap (spin up / spin down): 6.83 / 4.41 eV
* molecular weight: 1088.2 g mol⁻¹
* <S²>: 0.780
* energy above the lowest of the compared OMol25 structures with the same formula, charge and spin: 1.216 eV
* net charge: +1
* HOMO level (spin up / spin down): -9.173 / -9.172 eV
* spin multiplicity: 2

Atoms and positions in Å:
Ir (0.08, -0.37, -0.46)
C (-2.63, 5.31, -3.27)
C (-2.07, 4.32, -2.29)
C (-2.76, 4.01, -1.11)
C (-2.25, 3.09, -0.22)
C (-1.04, 2.41, -0.47)
N (-0.58, 1.44, 0.41)
C (-0.80, 1.70, 1.76)
C (-0.69, 3.03, 2.22)
C (-0.95, 3.38, 3.52)
C (-1.30, 2.41, 4.46)
C (-1.62, 2.77, 5.88)
C (-1.33, 1.09, 4.03)
C (-1.10, 0.73, 2.71)
N (-1.23, -0.63, 2.37)
C (-1.96, -1.55, 3.04)
C (-1.68, -2.78, 2.50)
C (-0.76, -2.52, 1.49)
N (-0.49, -1.22, 1.41)
C (-0.38, 2.72, -1.65)
C (-0.87, 3.66, -2.54)
N (0.85, 2.11, -1.95)
C (1.96, 2.75, -2.37)
C (2.88, 1.80, -2.72)
C (2.23, 0.58, -2.49)
N (1.00, 0.78, -2.02)
H (-3.13, 6.12, -2.75)
H (-3.37, 4.82, -3.92)
H (-1.85, 5.72, -3.91)
H (-3.71, 4.48, -0.91)
H (-2.81, 2.85, 0.67)
H (-0.37, 3.78, 1.51)
H (-0.86, 4.41, 3.83)
H (-2.00, 3.79, 5.94)
H (-0.72, 2.72, 6.49)
H (-2.35, 2.10, 6.31)
H (-1.53, 0.31, 4.76)
H (-2.64, -1.28, 3.83)
H (-2.08, -3.73, 2.80)
H (-0.26, -3.21, 0.83)
H (-0.32, 3.85, -3.45)
H (2.02, 3.83, -2.37)
H (3.88, 1.94, -3.09)
H (2.61, -0.41, -2.64)
N (0.34, -2.19, -1.66)
C (1.00, -3.35, -1.13)
C (0.39, -4.59, -1.20)
C (1.06, -5.72, -0.74)
C (2.33, -5.59, -0.22)
C (2.91, -4.34, -0.10)
C (2.25, -3.20, -0.55)
C (2.83, -1.85, -0.35)
C (4.20, -1.66, -0.56)
C (4.81, -0.47, -0.23)
C (4.07, 0.53, 0.40)
C (2.71, 0.35, 0.59)
C (2.04, -0.81, 0.15)
H (-0.60, -2.41, -1.99)
H (0.87, -1.77, -2.41)
H (-0.60, -4.68, -1.64)
H (0.58, -6.69, -0.81)
H (2.87, -6.47, 0.11)
H (3.88, -4.22, 0.37)
H (4.78, -2.47, -0.99)
H (5.87, -0.33, -0.42)
H (4.55, 1.44, 0.72)
H (2.15, 1.13, 1.09)
Cl (0.07, 0.91, -6.19)
C (-1.10, 2.10, -6.65)
C (-0.75, 3.06, -7.58)
C (-1.64, 4.08, -7.88)
C (-2.88, 4.13, -7.27)
C (-3.24, 3.13, -6.38)
Cl (-4.82, 3.16, -5.67)
C (-2.37, 2.09, -6.05)
N (-2.78, 1.10, -5.15)
C (-2.84, -0.26, -5.43)
C (-2.65, -0.76, -6.72)
C (-2.61, -2.13, -6.95)
C (-2.79, -3.02, -5.90)
C (-3.08, -2.52, -4.64)
C (-3.17, -1.16, -4.40)
C (-3.60, -0.66, -3.03)
C (-2.38, -0.22, -2.25)
O (-1.97, -1.00, -1.30)
O (-1.79, 0.80, -2.61)
H (0.22, 3.02, -8.05)
H (-1.36, 4.84, -8.60)
H (-3.58, 4.93, -7.49)
H (-2.70, 1.33, -4.16)
H (-2.50, -0.07, -7.54)
H (-2.43, -2.50, -7.95)
H (-2.72, -4.09, -6.07)
H (-3.27, -3.21, -3.82)
H (-4.11, -1.46, -2.49)
H (-4.26, 0.21, -3.10)
O (-4.36, 0.81, -0.56)
S (-3.75, 0.12, 0.62)
C (-4.80, 0.67, 2.04)
C (-5.76, -0.46, 2.42)
C (-5.92, -1.32, 1.17)
C (-4.50, -1.54, 0.68)
H (-5.32, 1.54, 1.65)
H (-4.14, 0.97, 2.86)
H (-6.72, -0.07, 2.76)
H (-5.35, -1.06, 3.23)
H (-6.48, -0.78, 0.41)
H (-6.43, -2.26, 1.38)
H (-4.41, -1.98, -0.31)
H (-3.91, -2.13, 1.38)

3.
C50H47AlFINO6 as an isolated structure, computed with the ωB97M-V functional and the def2-TZVPD basis.

Results
* frontier orbital gap: 5.98 eV
* molecular weight: 930.8 g mol⁻¹
* net charge: -1
* HOMO level: -5.596 eV

Atoms and positions in Å:
C (1.76, -0.85, -0.27)
C (2.29, -0.45, 1.12)
C (1.55, 0.70, 1.82)
Al (1.19, 2.37, 0.71)
C (2.02, 2.39, -1.15)
C (3.53, 2.51, -1.22)
F (3.93, 2.25, -2.58)
C (-0.83, 2.63, 0.51)
C (-1.69, 1.47, 1.09)
C (-3.08, 1.42, 0.37)
C (-4.28, 1.13, 1.35)
N (-5.29, 0.15, 0.82)
C (-6.68, 0.16, 1.04)
C (-7.26, -0.88, 0.42)
C (-6.22, -1.62, -0.29)
C (-5.09, -0.92, 0.02)
C (1.90, 4.03, 1.76)
C (3.14, 3.76, 2.52)
O (3.15, 3.29, 3.62)
I (5.12, 4.26, 1.66)
O (3.70, -0.19, 1.13)
C (4.47, -1.38, 1.14)
C (5.57, -1.20, 0.08)
C (5.36, -1.75, -1.18)
C (6.33, -1.55, -2.15)
C (7.45, -0.81, -1.82)
C (7.67, -0.29, -0.57)
C (6.70, -0.49, 0.42)
H (0.78, -0.42, -0.53)
H (1.76, -1.94, -0.45)
H (2.47, -0.45, -1.01)
H (2.16, -1.35, 1.77)
H (2.20, 1.02, 2.65)
H (0.63, 0.32, 2.30)
H (1.62, 3.30, -1.65)
H (1.69, 1.55, -1.78)
H (3.86, 3.53, -1.03)
H (4.07, 1.77, -0.61)
H (-1.11, 2.87, -0.53)
H (-1.10, 3.53, 1.10)
H (-1.18, 0.50, 0.95)
H (-1.84, 1.69, 2.16)
H (-3.25, 2.42, -0.05)
H (-2.99, 0.68, -0.44)
H (-4.78, 2.06, 1.62)
H (-3.89, 0.67, 2.28)
H (-7.26, 0.87, 1.63)
H (-8.30, -1.19, 0.37)
H (-6.32, -2.51, -0.89)
H (-4.11, -1.22, -0.33)
H (2.00, 4.85, 1.05)
H (1.10, 4.27, 2.49)
H (4.95, -1.56, 2.12)
H (3.89, -2.28, 0.90)
H (4.44, -2.31, -1.34)
H (6.15, -1.96, -3.14)
H (8.19, -0.64, -2.61)
H (8.55, 0.29, -0.30)
H (6.85, -0.08, 1.42)
C (-4.97, 8.56, -6.05)
C (-5.73, 9.15, -5.05)
C (-6.10, 8.42, -3.94)
C (-5.73, 7.08, -3.83)
C (-4.99, 6.48, -4.85)
C (-4.60, 7.23, -5.96)
C (-4.63, 5.04, -4.78)
O (-3.98, 4.52, -5.67)
C (-5.09, 4.25, -3.60)
C (-4.81, 2.89, -3.54)
C (-5.21, 2.15, -2.45)
C (-5.89, 2.76, -1.40)
C (-6.18, 4.11, -1.46)
C (-5.79, 4.86, -2.56)
C (-6.13, 6.31, -2.62)
O (-6.73, 6.85, -1.71)
H (-4.67, 9.14, -6.92)
H (-6.02, 10.19, -5.13)
H (-6.69, 8.88, -3.15)
H (-4.02, 6.77, -6.74)
H (-4.28, 2.41, -4.35)
H (-5.00, 1.09, -2.40)
H (-6.20, 2.17, -0.54)
H (-6.71, 4.59, -0.65)
C (1.66, -4.54, 5.14)
C (2.36, -3.79, 4.20)
C (3.02, -4.43, 3.16)
C (2.98, -5.81, 3.05)
C (2.29, -6.57, 4.01)
C (1.62, -5.93, 5.04)
C (2.29, -8.05, 3.94)
O (1.69, -8.71, 4.77)
C (3.04, -8.72, 2.84)
C (3.09, -10.11, 2.79)
C (3.77, -10.74, 1.77)
C (4.40, -9.99, 0.78)
C (4.36, -8.60, 0.83)
C (3.69, -7.96, 1.86)
C (3.68, -6.48, 1.92)
O (4.23, -5.82, 1.06)
H (1.14, -4.05, 5.95)
H (2.39, -2.71, 4.28)
H (3.56, -3.84, 2.43)
H (1.08, -6.51, 5.78)
H (2.60, -10.69, 3.56)
H (3.82, -11.82, 1.74)
H (4.93, -10.48, -0.02)
H (4.85, -8.02, 0.06)

4.
C50H47AsN10O2PbS4Se as an isolated structure, computed with the ωB97M-V functional and the def2-TZVPD basis.

Results
* frontier orbital gap: 6.56 eV
* molecular weight: 1309.3 g mol⁻¹
* energy above the lowest of the compared OMol25 structures with the same formula, charge and spin: 0.000 eV
* HOMO level: -7.248 eV

Atoms and positions in Å:
Pb (0.55, 0.50, 0.40)
N (0.94, 4.76, 2.21)
C (0.67, 3.42, 2.25)
S (2.02, 2.35, 2.21)
N (-0.61, 3.12, 2.34)
N (-0.85, 1.79, 2.22)
C (-1.85, 1.29, 2.84)
C (-2.77, 2.09, 3.70)
C (-3.52, 3.12, 3.15)
C (-4.39, 3.85, 3.94)
C (-4.50, 3.57, 5.29)
C (-3.75, 2.55, 5.85)
C (-2.90, 1.81, 5.05)
C (-2.08, -0.17, 2.69)
C (-3.22, -0.79, 3.19)
C (-3.37, -2.15, 3.03)
C (-2.40, -2.87, 2.36)
C (-1.31, -2.17, 1.87)
N (-1.14, -0.87, 2.05)
H (1.87, 5.04, 2.43)
H (0.18, 5.38, 2.47)
H (-3.41, 3.36, 2.10)
H (-4.97, 4.66, 3.50)
H (-5.18, 4.15, 5.92)
H (-3.84, 2.33, 6.91)
H (-2.31, 1.00, 5.49)
H (-3.99, -0.20, 3.69)
H (-4.26, -2.65, 3.41)
H (-2.49, -3.93, 2.19)
H (-0.53, -2.68, 1.31)
Se (-0.19, 6.48, -5.46)
N (-1.34, 5.58, -4.44)
C (-0.64, 4.84, -3.62)
C (-1.23, 3.95, -2.62)
C (-2.61, 3.81, -2.49)
C (-3.10, 2.93, -1.54)
C (-2.18, 2.24, -0.75)
N (-0.87, 2.38, -0.87)
C (-0.39, 3.20, -1.80)
C (1.07, 3.26, -1.96)
N (1.81, 2.46, -1.19)
C (3.12, 2.50, -1.29)
C (3.79, 3.33, -2.19)
C (3.04, 4.15, -3.01)
C (1.65, 4.12, -2.91)
C (0.79, 4.93, -3.75)
N (1.23, 5.75, -4.68)
H (-3.27, 4.37, -3.13)
H (-4.16, 2.76, -1.41)
H (-2.52, 1.52, -0.01)
H (3.67, 1.83, -0.63)
H (4.87, 3.32, -2.23)
H (3.51, 4.80, -3.73)
O (-1.00, -0.58, -1.08)
C (-1.71, -1.32, -1.95)
C (-2.13, -0.46, -3.15)
C (-3.30, -0.43, -3.86)
C (-3.28, 0.51, -4.93)
C (-2.10, 1.18, -5.00)
S (-1.01, 0.69, -3.78)
C (-0.90, -2.51, -2.46)
C (0.02, -3.21, -1.75)
C (0.54, -4.33, -2.45)
C (0.02, -4.44, -3.70)
S (-1.11, -3.20, -4.02)
C (-2.99, -1.87, -1.31)
C (-3.50, -3.13, -1.30)
C (-4.75, -3.22, -0.64)
C (-5.17, -2.02, -0.15)
S (-4.03, -0.78, -0.48)
H (-4.14, -1.07, -3.63)
H (-4.11, 0.68, -5.59)
H (-1.82, 1.96, -5.69)
H (0.31, -2.92, -0.75)
H (1.29, -5.00, -2.05)
H (0.24, -5.18, -4.45)
H (-3.01, -3.96, -1.78)
H (-5.32, -4.13, -0.54)
H (-6.07, -1.80, 0.39)
N (3.90, -3.57, -5.58)
C (4.24, -3.61, -4.27)
O (5.00, -4.45, -3.83)
C (3.65, -2.56, -3.38)
C (4.00, -2.59, -2.03)
C (3.42, -1.68, -1.17)
N (2.54, -0.76, -1.56)
C (2.23, -0.71, -2.85)
C (2.74, -1.59, -3.79)
H (4.27, -4.29, -6.18)
H (3.23, -2.92, -5.95)
H (4.70, -3.34, -1.68)
H (3.64, -1.70, -0.11)
H (1.50, 0.04, -3.14)
H (2.40, -1.50, -4.81)
C (1.92, -4.18, 2.60)
C (3.05, -3.18, 2.82)
As (2.43, -1.32, 2.66)
C (1.40, -1.12, 4.33)
C (2.04, -1.63, 5.61)
C (4.09, -0.43, 3.21)
C (5.11, -0.33, 2.08)
H (2.26, -5.21, 2.77)
H (1.54, -4.13, 1.58)
H (1.08, -4.00, 3.28)
H (3.83, -3.32, 2.07)
H (3.51, -3.32, 3.80)
H (0.44, -1.61, 4.16)
H (1.19, -0.05, 4.38)
H (2.23, -2.71, 5.57)
H (1.38, -1.45, 6.46)
H (2.99, -1.13, 5.82)
H (4.51, -0.96, 4.06)
H (3.81, 0.57, 3.55)
H (5.38, -1.32, 1.69)
H (6.03, 0.15, 2.41)
H (4.71, 0.26, 1.25)

Among the records above, which one has the lowest molecular weight?
C50H47AlFINO6

Which of these has the highest molecular weight?
C50H47AsN10O2PbS4Se

Which of these has the lowest molecular weight?
C50H47AlFINO6

Number 3 is which compound?
C50H47AlFINO6